C6H16CdIO2 as an isolated structure. Source: OMol25; level of theory: the ωB97M-V functional and the def2-TZVPD basis.

XYZ file:
```
26
Properties=species:S:1:pos:R:3:mulliken_spin:R:1
Cd -4.32 2.97 -2.58 -0.001
I -2.11 1.77 -1.48 0.001
C -1.18 0.01 2.10 0.108
C -0.49 1.22 2.72 0.046
C 1.02 1.16 2.58 0.129
O -1.10 2.27 1.96 0.704
H -0.87 -0.91 2.60 0.028
H -0.93 -0.23 1.07 0.004
H -2.25 -0.10 2.29 -0.003
H -0.65 1.30 3.79 -0.003
H 1.50 2.13 2.75 0.000
H 1.31 0.75 1.61 -0.003
H 1.40 0.56 3.41 0.007
H -1.01 2.05 1.03 -0.016
C 1.37 -0.97 -3.12 0.000
C 0.62 -1.71 -2.11 0.000
C 0.92 -1.35 -0.67 0.000
O -0.76 -1.50 -2.34 0.000
H 2.43 -0.82 -2.88 0.000
H 1.03 0.06 -3.16 0.000
H 1.39 -1.57 -4.04 0.000
H 0.82 -2.76 -2.31 0.000
H 0.73 -0.31 -0.40 -0.001
H 1.97 -1.50 -0.42 0.000
H 0.16 -1.94 -0.17 0.000
H -0.98 -0.57 -2.23 0.000
```

Its expectation value of S² is 0.7542. As for the net charge: +2. As for the spin multiplicity: 2. The gap between HOMO and LUMO (alpha / beta) comes out at 4.16 / 3.34 eV.

One molecule with the formula C6H16ClN2OP. Source: OMol25; level of theory: the ωB97M-V functional and the def2-TZVPD basis.

XYZ file:
```
27
Properties=species:S:1:pos:R:3:lowdin_charge:R:1
C -2.20 -1.05 0.63 -0.052
C -1.96 1.48 0.48 -0.055
C 2.04 0.76 -0.77 -0.082
C 2.13 -0.28 1.44 -0.065
C -1.26 0.14 0.80 -0.361
C 1.20 0.50 0.47 -0.420
N 0.36 -1.39 -0.55 -0.089
N 0.05 -0.17 0.01 -0.291
O -0.84 0.10 -2.53 -0.429
P -0.35 -1.40 -2.62 0.410
Cl 1.34 -1.44 -3.53 0.270
H -2.64 -0.81 -0.31 0.060
H -1.60 -1.99 0.69 0.078
H -2.99 -0.94 1.44 0.115
H -1.81 1.76 -0.57 0.079
H -1.56 2.33 1.05 0.070
H -3.00 1.58 0.83 0.085
H 1.48 0.86 -1.63 0.023
H 2.75 1.57 -0.52 0.098
H 2.58 -0.13 -0.91 0.034
H 2.80 0.40 2.07 0.095
H 2.95 -0.99 0.96 0.112
H 1.69 -0.93 2.11 0.021
H -0.86 0.29 1.78 0.113
H 0.79 1.50 0.88 0.161
H -0.30 -2.06 -0.16 0.007
H -0.80 0.31 -1.53 0.013
```

Its SMILES is CC(C)N(NP(O)Cl)C(C)C. As for the spin multiplicity: 1. The gap between HOMO and LUMO comes out at 8.64 eV.

| no. | E (eV) | strongest force on any atom (eV/Å) |
| --- | --- | --- |
| 1 | -23219.6626 | 2.576 |
| 2 | -33318.4090 | 4.262 |